107
Properties=species:S:1:pos:R:3 method="wB97M-V/def2-TZVPD" smiles="O=C1C=C(Br)C(=O)O1.CCOC(C)=O.CCOC(C)=O.CCOC(C)=O.CCOC(C)=O.CCOC(C)=O.CCOC(C)=O.CCOC(C)=O" homo_ev=-9.72 multiplicity=1 total_charge=0
Br -3.19 1.12 -4.27
O -1.72 -0.16 -7.26
O -1.43 3.33 -0.32
O 0.84 0.75 -3.92
O -5.21 -5.64 4.30
O 4.89 5.87 7.03
O -2.43 -1.23 2.40
O 1.30 -1.46 -3.92
O -6.36 -7.01 3.04
O -1.23 1.50 -1.50
O 2.56 4.94 3.05
O 1.66 -5.79 -4.95
O -0.26 2.69 -4.23
O 5.94 4.27 5.96
O 1.96 -7.94 -4.70
O -3.48 0.52 3.17
O -1.86 -2.27 -6.67
O 2.10 7.07 2.93
C -0.19 4.40 1.50
C -1.45 0.57 -4.12
C -6.82 -7.23 0.64
C -0.82 1.23 0.83
C 3.19 9.08 2.05
C 2.97 -3.90 -5.81
C 2.06 -4.42 -4.72
C -0.27 -1.82 -8.38
C -3.15 -0.61 3.36
C 2.41 -6.84 -4.57
C -1.19 2.01 -0.40
C -1.03 0.93 -7.88
C 4.38 6.37 3.57
C 5.53 1.90 5.50
C -6.00 -5.77 3.41
C -2.80 -3.64 2.28
C -1.32 -1.44 -7.36
C -7.37 -7.27 2.05
C 3.81 -6.61 -4.04
C 6.53 2.96 5.90
C -1.83 -2.52 2.58
C 5.04 3.82 8.22
C 5.30 4.74 7.05
C -1.49 1.15 -9.31
C 2.42 8.45 3.19
C -0.99 -0.67 -4.08
C 0.48 -0.59 -3.95
C -0.30 1.52 -4.07
C -6.53 -4.58 2.65
C -3.55 -1.38 4.60
C 2.96 6.06 3.19
C -1.54 4.01 0.95
H -4.51 -1.86 4.40
H -2.11 3.40 1.65
H -1.26 1.59 1.75
H 0.46 -1.04 -8.57
H -1.25 0.30 -9.95
H 0.23 -2.71 -8.02
H 4.98 6.42 2.66
H -0.77 -2.06 -9.32
H -2.56 1.31 -9.34
H 4.50 -6.62 -4.88
H -1.28 1.79 -7.26
H -6.52 -3.73 3.33
H 4.74 1.80 6.25
H 1.12 -3.87 -4.71
H 2.50 -4.31 -3.73
H -2.13 4.89 0.72
H -1.41 -2.61 3.58
H -3.69 -0.67 5.40
H 4.75 5.55 4.19
H 0.05 0.79 -7.82
H -1.14 0.20 0.68
H -2.85 -2.15 4.91
H 4.95 4.43 9.11
H 0.35 5.02 0.79
H 4.09 3.32 8.05
H 3.18 -2.85 -5.63
H 2.95 8.54 4.14
H 0.43 3.54 1.74
H -3.65 -3.63 2.97
H -0.31 4.98 2.42
H 0.27 1.24 0.93
H -3.18 -3.54 1.26
H -2.31 -4.61 2.37
H -1.00 -2.53 1.88
H 4.16 8.61 1.91
H -5.83 -4.36 1.84
H -7.60 -7.50 -0.07
H 5.06 2.17 4.55
H 7.03 2.72 6.84
H -6.00 -7.94 0.54
H 2.62 8.99 1.12
H -6.45 -6.24 0.38
H -7.52 -4.68 2.23
H 3.91 -4.45 -5.84
H 4.52 7.30 4.12
H 5.80 3.06 8.38
H 3.34 10.14 2.25
H 3.94 -5.67 -3.51
H -1.52 -1.61 -4.14
H -1.00 2.03 -9.72
H 4.05 -7.44 -3.38
H 7.31 3.06 5.14
H -7.73 -8.26 2.30
H 6.03 0.94 5.39
H -8.21 -6.58 2.18
H 2.49 -4.00 -6.78
H 1.45 8.93 3.31